{
  "formula": "C48H118N10O4",
  "method": "wB97M-V/def2-TZVPD",
  "elements": ["H", "C", "C", "H", "C", "H", "H", "H", "H", "O", "N", "H", "H", "H", "H", "N", "N", "H", "H", "N", "H", "H", "H", "H", "H", "H", "C", "H", "C", "H", "H", "H", "C", "H", "H", "H", "H", "H", "H", "C", "H", "H", "C", "H", "H", "H", "H", "H", "C", "H", "H", "C", "C", "H", "H", "H", "H", "H", "C", "H", "C", "H", "H", "H", "H", "H", "C", "H", "H", "C", "C", "O", "H", "H", "H", "H", "H", "H", "H", "H", "C", "H", "H", "H", "H", "C", "C", "H", "C", "H", "C", "H", "C", "H", "H", "C", "H", "O", "H", "C", "H", "C", "H", "H", "H", "N", "H", "C", "C", "H", "C", "C", "H", "N", "H", "N", "N", "C", "H", "H", "H", "H", "H", "H", "H", "H", "H", "H", "H", "C", "H", "H", "H", "C", "O", "H", "H", "C", "N", "H", "C", "C", "C", "H", "H", "N", "H", "C", "H", "C", "H", "H", "H", "H", "C", "C", "C", "H", "H", "H", "H", "C", "H", "H", "C", "C", "C", "H", "H", "C", "H", "C", "H", "H", "H", "H", "H", "H", "C", "H"],
  "coordinates": [[8.157490, 1.313619, -0.506613], [-2.030850, 4.864528, -4.395506], [1.701566, 5.549004, -4.981700], [-0.302351, 1.144869, 5.218078], [-0.594709, 5.141993, -4.083847], [-5.510959, -0.212802, 2.589965], [0.763748, -2.721695, 2.452262], [-3.910088, -1.791217, -1.303813], [1.706752, -0.741384, 4.298813], [3.260305, 6.362086, 0.524121], [2.228040, -5.632738, 3.354665], [-3.231908, -1.161974, 2.925301], [1.036236, -6.801873, 4.707788], [2.163623, -5.751769, 1.223444], [-3.230261, 1.437345, -1.351390], [-5.063766, 0.966660, 0.783812], [3.321442, 4.268862, 1.293719], [2.145968, 3.921323, -1.107136], [-4.474906, -5.341131, 1.233076], [-0.759164, -3.955474, -3.988525], [0.006058, 5.847690, 0.216350], [-0.680880, -6.313384, -4.626832], [2.210398, 5.523399, -5.945312], [2.199681, -5.789065, 5.452235], [-0.369026, 1.924209, -3.308242], [-3.306812, -7.341787, -0.740929], [-1.743224, -6.070961, -4.654247], [7.906162, 2.736132, 0.459268], [-2.053466, 5.258174, 0.223638], [0.174771, -0.266894, 1.166450], [-0.338901, 4.616774, 1.460154], [1.479206, 1.510411, -4.637460], [-6.379832, 0.973331, 0.071834], [-2.110812, 4.524496, -5.428015], [1.745521, 3.388890, 3.852007], [-0.234648, 0.104260, 3.831101], [-2.784102, 0.268548, -2.559926], [-5.153955, 2.204927, 3.223869], [3.101059, 2.468317, 0.132341], [0.419400, 1.323038, -2.855398], [2.478341, -8.507457, 4.225678], [1.971491, 6.507626, -4.538660], [-0.733144, -2.488459, -3.871382], [-2.349988, -4.129316, 1.435826], [-3.210435, 0.566373, 2.954995], [-2.265549, -3.600526, -1.558152], [-5.295761, -6.094868, -0.061975], [2.120446, 0.166800, -3.660108], [6.029743, 0.070858, -1.987590], [2.387354, 5.674503, -1.564316], [-5.041130, -1.091152, 1.127559], [5.501353, 2.299201, -2.755655], [-4.853559, -0.196107, 1.720685], [-1.921513, -5.132170, -0.787451], [-2.519391, -6.748056, 0.737755], [2.004986, -0.017462, -1.445143], [7.065647, 0.198312, -2.301878], [-0.165686, -4.427344, -3.321279], [0.027561, 1.103044, 4.180040], [5.557402, 2.956977, -0.252806], [3.014301, -7.637984, 4.606304], [-1.143367, -3.124126, 0.477593], [-5.395748, 2.000100, -1.570387], [-4.000026, -7.694838, 0.848996], [0.296884, -4.792404, 3.735651], [-2.720702, -2.571500, 0.731901], [-4.654917, -2.478647, -1.704772], [-2.546172, 4.153105, -3.750200], [5.493894, -0.278266, -2.870237], [-0.583900, 4.963060, 0.456082], [-0.671507, 2.218989, 3.348997], [-2.797758, 5.320665, 1.200369], [4.948259, 0.938756, -4.408085], [1.042168, -4.059839, 1.387095], [-4.581911, 3.073717, 0.357325], [2.031950, 2.612068, 1.523356], [-0.265310, -6.285007, 2.257565], [3.802750, 2.339336, 1.756706], [3.960619, -7.522664, 4.077825], [3.610794, 1.789055, -3.502421], [-4.480582, 2.297427, 1.115751], [-5.923236, -3.955181, -1.173929], [1.839750, -0.723439, 0.924591], [-0.280473, 4.120949, -0.165909], [0.626474, 3.014630, 6.090994], [1.405041, -3.590050, 2.301279], [1.307960, -4.459220, 3.501487], [1.577808, -3.867715, 4.376354], [-3.478919, -6.941516, 0.258198], [-3.816877, 6.383540, -2.138943], [2.045540, -6.413308, 4.572083], [-0.893533, 1.844741, -0.660141], [0.541620, -6.997807, 2.087610], [-6.385929, 2.874403, 2.198264], [-5.551370, -1.878772, -1.861727], [3.713622, 0.007767, 4.181065], [-4.359609, -2.775758, -2.711066], [-0.246600, 5.268614, -2.917877], [2.449834, -3.302316, 2.184195], [-4.936933, -3.652339, -0.822356], [2.189257, 3.804840, 6.284219], [2.820667, 4.777264, -1.122376], [2.015130, 0.070908, 5.752583], [-2.630882, 5.772858, -4.450337], [-2.260623, 1.856283, -2.771731], [1.516644, 1.272928, 4.125051], [6.522857, -0.794051, -0.059043], [1.129469, 0.241399, -0.849686], [-2.405212, 1.114441, -1.986325], [-1.760409, 5.398835, -1.781386], [3.147770, 5.162427, 0.321396], [2.233299, 0.130791, 4.686319], [-7.073359, 1.562206, -1.875237], [-3.926399, -4.752787, -0.835466], [3.429244, 4.686322, 2.207071], [-2.452421, 5.418137, -1.045967], [0.240916, 5.258587, -5.145126], [7.578831, 2.235709, -0.452064], [-3.423739, 2.151937, 1.339386], [2.685628, -7.159168, 1.976943], [5.226719, 3.225898, -2.251748], [2.085615, 4.658378, -4.484301], [3.411190, -7.788606, 5.610237], [5.788364, 1.451821, 0.496144], [0.655603, -0.002352, -4.693017], [5.979007, -1.956469, -1.326851], [1.393020, 1.240028, -0.501297], [4.128637, -0.963070, 4.451857], [-1.605567, -2.249195, -3.263319], [1.702965, 2.873282, 5.994698], [3.833754, 0.179960, 3.111476], [-4.211471, 4.690339, -1.840707], [-0.072495, 5.306685, -6.104064], [-6.386132, 1.941479, -1.118951], [-2.746009, -3.997753, -5.129771], [-2.607979, -0.314623, 1.520332], [-6.606778, -0.013476, -0.331641], [-1.192230, 0.905166, -1.124977], [-0.013614, 0.399964, -1.811264], [-1.469252, 0.283676, -0.273440], [2.020172, 2.591776, 4.542862], [-3.816465, 5.597636, -1.383661], [1.213403, 0.650923, -4.022057], [4.664013, 2.643151, -4.660025], [-1.716709, 2.214917, 3.658255], [5.469555, 1.343691, -1.637059], [-4.485322, 5.878020, -0.569961], [1.954125, -6.360931, 2.102728], [-5.129378, -3.347162, 0.206195], [-2.561871, -4.251618, -0.735740], [-0.673910, 2.141536, 2.261756], [-0.859104, -2.007068, -4.841171], [-2.259704, -6.567196, -3.832599], [-7.224696, 1.229617, 0.711081], [-5.305786, 2.807388, 2.328276], [-1.788440, -4.578822, -4.654528], [5.839304, -0.967591, -0.890150], [3.752585, 4.577327, -1.651203], [0.325665, -7.477077, 1.132751], [3.097115, 2.563804, 4.376982], [0.375615, -7.914427, 2.653597], [-4.315863, -5.709323, 0.219545], [0.713801, -1.619370, 0.093329], [2.059874, 2.086937, 6.659817], [-3.374933, -0.284787, 2.294269], [3.035489, 2.830575, 1.158294], [-2.164354, -3.494624, 0.569339], [7.798901, 2.932048, -1.261254], [4.300914, 0.849787, 4.547395], [0.888573, -0.590840, 0.409064], [-0.380077, 3.197038, 3.731880], [6.044161, 1.995038, -0.413567], [-2.168396, -6.382853, -5.608211], [0.174089, -2.171271, -3.357173], [6.526254, 2.486455, -3.075999], [-5.005075, 3.840007, 2.505418], [4.849930, -0.819977, -0.457180], [1.032260, 2.124681, -2.443252], [4.619015, 1.851712, -3.911889], [-6.639610, 2.952137, -0.798900]],
  "atomic_forces_ev_per_a": [[-0.04, 0.03, -0.33], [-0.72, -0.01, -1.59], [-0.65, -1.13, -0.36], [-0.33, 0.14, 0.25], [-0.38, 0.16, 0.22], [-0.37, 0.18, 0.09], [0.20, 0.29, -0.07], [0.21, 0.00, -0.02], [-0.03, -0.18, -0.17], [0.18, 0.36, 0.68], [-0.91, 1.24, 0.50], [-0.29, -0.20, -0.12], [-0.41, -0.05, -0.23], [-0.39, 0.31, 0.27], [-0.03, 0.10, 0.02], [0.17, -0.89, -1.25], [-0.22, -1.29, -0.37], [0.00, 0.04, -0.64], [0.34, 0.70, 0.19], [0.26, 0.81, -0.66], [0.20, -0.12, -0.09], [-0.04, -0.63, 0.00], [-0.49, 0.05, -0.29], [0.30, 0.29, -0.23], [-0.50, -0.57, 0.11], [0.00, 0.02, -0.02], [0.96, -0.26, -0.56], [-0.14, 0.03, 0.14], [0.41, -0.41, 1.80], [-0.17, 0.25, -0.44], [-0.56, 0.47, 0.18], [0.50, -0.07, -0.24], [1.18, 0.31, 0.18], [-0.04, -0.46, -0.03], [-0.68, -0.05, 0.13], [0.14, 0.00, -0.25], [0.33, -0.57, 0.37], [0.21, 0.03, 0.04], [0.28, 0.32, 0.06], [0.42, -0.64, -1.03], [0.34, -0.21, 0.19], [-0.41, -0.26, 0.46], [-0.82, -0.85, 0.39], [0.45, 0.04, 0.16], [0.19, 0.11, -0.13], [-0.51, -0.19, -0.32], [-0.35, 0.41, -0.20], [-0.08, -0.09, -0.16], [-0.26, -0.26, 0.02], [-0.22, -0.34, 0.04], [-0.16, -0.05, 0.00], [0.43, -0.70, 0.93], [1.52, 1.04, -0.62], [0.18, -0.04, -0.14], [0.19, -0.19, -0.03], [0.00, -0.72, 0.26], [0.52, -0.30, 0.04], [-0.27, -0.41, -0.48], [1.34, 1.18, -0.74], [-0.13, 0.09, -0.35], [-0.15, 0.55, 0.40], [0.25, -0.50, 0.26], [0.04, -0.16, -0.07], [0.11, -0.10, 0.02], [-0.41, -0.09, -0.29], [-0.44, -0.05, -0.17], [0.54, 0.88, -0.47], [0.43, 0.08, 0.16], [0.00, -0.04, 0.00], [0.30, -0.32, -0.48], [-0.74, -0.55, 1.57], [-0.36, 0.00, -0.53], [-0.12, -0.01, 0.26], [0.08, -0.04, 0.02], [0.09, -0.58, -0.50], [0.05, -0.27, 0.20], [0.05, -0.05, 0.17], [-0.32, -0.45, -0.02], [-0.32, 0.40, -0.63], [-0.06, -0.29, -0.40], [-2.29, -1.27, 1.70], [0.10, -1.06, 0.06], [0.21, 0.44, 0.15], [0.17, 0.20, -0.50], [0.00, -0.07, 0.33], [-0.55, 0.68, -0.36], [0.76, -0.95, -0.02], [0.46, -0.17, 0.13], [0.80, -0.40, 0.32], [-0.56, 0.09, -0.09], [1.50, -1.27, -0.24], [-0.23, 0.73, 0.23], [-0.09, -0.45, -1.25], [-0.01, -0.35, -0.61], [-0.17, -0.03, 0.25], [-0.80, 0.91, 0.75], [0.22, -0.21, 0.00], [0.69, -0.03, -0.16], [-0.06, 0.21, -0.22], [-0.17, -0.47, -0.05], [-0.06, 0.07, 0.22], [0.08, -0.25, 0.99], [0.95, -0.05, 0.56], [0.18, 0.29, 0.53], [0.08, 0.36, 0.23], [-0.68, 0.00, -1.18], [0.25, -0.25, -0.07], [-1.04, 1.18, -0.12], [-0.73, 0.33, -0.57], [0.25, -0.09, 0.01], [-0.13, 1.72, -1.53], [-0.22, -0.08, -1.46], [-0.15, 0.33, 0.02], [-1.12, 1.05, 0.45], [0.02, -0.20, 0.00], [0.55, -0.16, 0.86], [1.53, 0.89, -0.18], [-0.73, 0.23, 0.23], [-0.07, 0.24, 0.13], [0.11, -0.14, 0.39], [-0.56, 0.25, -0.73], [0.40, 0.52, 0.63], [-0.63, -0.39, 0.29], [-0.03, -0.49, -0.17], [-0.24, -0.17, 0.49], [-0.09, -0.08, 0.40], [-0.05, 0.59, 0.14], [0.17, 0.22, 0.10], [0.06, 0.68, 0.07], [0.03, 0.91, -0.20], [-0.71, -0.49, -0.25], [-0.24, -0.13, -0.07], [-0.48, -0.19, 0.45], [0.32, -0.14, 0.32], [0.48, 0.71, -0.31], [-0.11, 0.16, -0.11], [0.37, -0.29, 0.27], [0.31, 0.01, 0.19], [0.43, -0.58, 0.38], [0.16, -0.41, -0.20], [0.53, -1.26, -0.04], [-0.69, 0.33, -1.06], [-0.40, 1.12, 0.56], [-0.25, 0.01, -0.18], [-0.31, -0.21, -0.22], [-0.25, 1.43, 1.00], [0.53, 0.01, 0.19], [-0.47, -1.13, 0.84], [0.16, 0.34, 0.34], [0.57, 0.15, 1.15], [0.53, -0.06, 0.09], [0.19, -0.12, 0.04], [-0.09, 0.36, 0.03], [-0.16, 0.04, 0.41], [0.99, 1.03, 0.12], [-0.68, -0.04, 1.58], [0.30, 0.60, -0.05], [-0.07, -0.33, -0.01], [0.16, 0.57, -0.71], [0.23, -0.15, 0.26], [0.41, 0.43, 1.06], [-0.68, -0.37, -1.22], [-0.68, -0.15, 0.12], [-0.13, -0.02, -0.07], [-1.26, 0.40, -0.23], [0.26, 0.68, 0.63], [-0.61, 0.04, -0.58], [0.32, -0.29, -0.15], [0.32, -0.35, 0.67], [1.03, -1.23, -0.87], [0.41, 0.07, -0.50], [0.63, -0.51, -0.36], [0.01, -0.22, 0.16], [-0.12, 0.01, -0.18], [0.39, -0.17, -0.37], [0.17, 0.07, 0.49], [-0.23, -0.36, -0.22], [0.57, 0.12, 0.36], [0.13, 1.17, 0.43], [-0.23, 0.01, -0.18]],
  "de_lowest_ev": 0.7736,
  "smiles": "CCN(CC)CC.CCN(CC)CC.CCN(CC)CC.CCN(CC)CC.CCN(CC)CC.CCN(CC)CC.CNC(C)=O.CNC(C)=O.CNC(C)=O.CNC(C)=O",
  "e_homo_ha": -0.2806,
  "multiplicity": 1
}